Entry 1:
C3H3Cl | wB97M-V/def2-TZVPD

Values from the calculation:
- Calculated total energy: -15677.3157 eV
- Lowest unoccupied orbital energy (spin up / spin down): -0.72 / -1.15 eV
- HOMO (spin up / spin down): -8.33 / -9.13 eV
- Orbital gap (spin up / spin down): 7.6112 / 7.9709 eV
- Molecular weight: 74.5 Da

XYZ file:
```
7
C3H3Cl wB97M-V/def2-TZVPD
C -0.895 -0.327 -0.122
C 1.512 0.651 -0.273
C 0.382 0.067 0.281
Cl -1.849 -1.373 0.830
H -1.212 -0.249 -1.150
H 1.431 1.575 -0.829
H 0.631 -0.344 1.264
```

=====

Entry 2:
C33H69BN3O4 | wB97M-V/def2-TZVPD

Values from the calculation:
- Calculated total energy: -48671.1774 eV
- Lowest unoccupied orbital energy: -2.90 eV
- HOMO: -10.51 eV
- Charge: +1
- Orbital gap: 7.6119 eV
- Molecular weight: 582.7 Da

XYZ file:
```
110
C33H69BN3O4 wB97M-V/def2-TZVPD
C -5.758 -2.084 2.176
O -5.826 -0.694 1.769
B -4.856 -0.352 0.836
O -5.291 0.334 -0.329
C -3.258 -0.630 1.010
N -2.735 -1.710 0.122
C -1.597 -1.279 -0.712
C -1.077 -2.449 -1.682
C 0.305 -3.050 -1.168
C 0.202 -3.736 0.262
N 0.121 -5.212 0.207
C -1.280 -5.664 0.253
C -1.781 -6.226 -1.140
C -0.812 -6.598 -2.159
C -1.328 -7.078 -3.450
C -2.775 -7.178 -3.681
C -3.704 -6.811 -2.616
C -3.239 -6.304 -1.322
O -4.160 -5.929 -0.353
C -2.049 0.022 -1.495
N -2.190 1.175 -0.537
C -2.537 0.781 0.874
O -1.377 0.906 1.688
H -6.791 -2.372 2.507
H -5.433 -2.698 1.298
H -5.070 -2.272 3.040
H -5.001 -0.110 -1.144
H -3.120 -0.964 2.086
H -3.466 -2.162 -0.430
H -0.734 -1.082 -0.006
H -1.835 -3.271 -1.757
H -0.950 -2.043 -2.728
H 0.989 -2.158 -1.046
H 0.763 -3.703 -1.951
H 1.161 -3.509 0.816
H -0.620 -3.263 0.868
H 0.677 -5.637 0.950
H -1.459 -6.427 1.062
H -1.992 -4.809 0.479
H 0.283 -6.501 -1.996
H -0.571 -7.355 -4.218
H -3.168 -7.529 -4.662
H -4.805 -6.913 -2.785
H -3.754 -5.938 0.530
H -3.019 -0.221 -2.015
H -1.316 0.219 -2.325
H -2.876 1.863 -0.872
H -1.282 1.673 -0.496
H -3.275 1.549 1.253
H -1.257 0.060 2.158
C 4.001 3.599 3.818
C 2.723 3.022 3.223
C 2.407 1.611 3.723
C 3.448 0.546 3.369
C 3.733 0.384 1.877
C 2.516 -0.062 1.076
H 4.878 3.010 3.541
H 4.160 4.617 3.455
H 3.940 3.636 4.908
H 2.788 3.035 2.130
H 1.888 3.678 3.488
H 1.428 1.311 3.329
H 2.295 1.638 4.811
H 3.107 -0.415 3.772
H 4.387 0.769 3.884
H 4.522 -0.364 1.754
H 4.127 1.314 1.457
H 2.127 -1.016 1.446
H 2.786 -0.191 0.025
H 1.709 0.675 1.119
C 4.905 7.692 3.464
C 5.827 7.335 2.304
C 7.211 6.867 2.755
C 8.031 7.905 3.523
C 8.278 9.219 2.782
C 9.081 9.047 1.498
H 5.296 8.526 4.050
H 3.922 7.985 3.088
H 4.770 6.836 4.131
H 5.913 8.190 1.628
H 5.361 6.531 1.724
H 7.772 6.536 1.875
H 7.096 5.979 3.387
H 8.997 7.458 3.782
H 7.539 8.127 4.476
H 8.827 9.893 3.447
H 7.330 9.717 2.558
H 10.054 8.594 1.706
H 9.256 10.018 1.029
H 8.556 8.421 0.774
C -5.730 -3.661 -2.669
C -5.504 -3.621 -4.174
C -4.050 -3.343 -4.555
C -3.509 -1.987 -4.098
C -4.290 -0.769 -4.592
C -4.291 -0.627 -6.109
H -5.502 -2.698 -2.201
H -6.774 -3.895 -2.450
H -5.108 -4.427 -2.202
H -6.168 -2.878 -4.626
H -5.795 -4.588 -4.596
H -3.949 -3.429 -5.642
H -3.416 -4.131 -4.134
H -2.469 -1.902 -4.433
H -3.473 -1.962 -3.001
H -3.838 0.133 -4.160
H -5.321 -0.800 -4.226
H -3.271 -0.546 -6.493
H -4.833 0.274 -6.404
H -4.775 -1.476 -6.593
```

=====

Entry 3:
C30H25F6N12O2S2Zr | wB97M-V/def2-TZVPD

Values from the calculation:
- Calculated total energy: -92727.9501 eV
- Lowest unoccupied orbital energy: -9.97 eV
- HOMO: -14.79 eV
- Charge: +3
- Orbital gap: 4.8176 eV
- Molecular weight: 855.0 Da

XYZ file:
```
78
C30H25F6N12O2S2Zr wB97M-V/def2-TZVPD
Zr -1.074 -1.341 -1.364
C -1.698 0.252 4.220
N -1.282 -0.475 3.000
C -1.321 -0.072 1.746
N -0.867 -1.047 0.946
C -0.566 -2.055 1.837
N -0.797 -1.736 3.075
C -1.241 1.691 4.196
C -2.049 2.696 4.713
C -1.578 4.005 4.763
C -0.319 4.325 4.282
C 0.484 3.319 3.750
C 0.025 2.008 3.724
C 1.808 3.607 3.206
N 2.490 4.697 3.191
N 3.667 4.415 2.514
C 3.611 3.173 2.185
O 2.461 2.584 2.598
C 4.544 2.348 1.421
C 5.767 2.848 0.983
C 6.603 2.040 0.229
C 6.223 0.746 -0.112
C 5.005 0.249 0.332
C 4.552 -1.147 -0.019
N 3.253 -1.101 -0.726
C 2.050 -1.339 -0.263
N 1.136 -1.070 -1.221
C 1.928 -0.638 -2.275
N 3.192 -0.646 -2.001
C 4.179 1.045 1.106
H -1.258 -0.297 5.049
H -2.782 0.186 4.305
H -1.649 0.910 1.446
H -0.177 -3.022 1.550
H -3.035 2.464 5.097
H -2.206 4.780 5.182
H 0.052 5.341 4.312
H 0.685 1.233 3.354
H 6.049 3.861 1.238
H 7.557 2.422 -0.108
H 6.879 0.133 -0.717
H 4.405 -1.763 0.868
H 5.262 -1.638 -0.680
H 1.848 -1.691 0.735
H 1.536 -0.319 -3.223
H 3.234 0.663 1.478
N -2.117 -4.940 -0.852
C -2.988 -3.963 -0.565
N -2.728 -2.654 -0.709
C -3.824 -1.870 -0.251
C -4.854 -2.603 0.196
S -4.527 -4.287 0.101
C -3.778 -0.414 -0.441
C -4.750 0.484 -0.223
S -4.317 2.040 -0.825
C -2.823 1.422 -1.388
N -2.639 0.131 -1.068
N -1.930 2.154 -2.052
H -1.376 -4.779 -1.515
H -2.397 -5.905 -0.738
H -5.807 -2.262 0.572
H -5.723 0.333 0.218
H -2.134 3.114 -2.289
H -1.242 1.685 -2.625
C -0.119 -1.120 -5.532
C -1.061 -1.492 -4.409
O -0.826 -0.763 -3.218
C -2.539 -1.194 -4.793
F -2.993 -2.011 -5.721
F -3.314 -1.314 -3.680
F -2.630 0.068 -5.204
C -0.929 -3.012 -4.046
F -2.070 -3.580 -3.659
F -0.343 -3.753 -4.929
F -0.137 -3.085 -2.844
H -0.173 -0.045 -5.690
H -0.399 -1.626 -6.455
H 0.904 -1.401 -5.285
```

=====

Entry 4:
H17O9 | wB97M-V/def2-TZVPD

Values from the calculation:
- Calculated total energy: -18705.0430 eV
- Lowest unoccupied orbital energy: 2.98 eV
- HOMO: -5.72 eV
- Charge: -1
- Orbital gap: 8.7008 eV
- Molecular weight: 161.1 Da

XYZ file:
```
26
H17O9 wB97M-V/def2-TZVPD
O -0.427 3.435 0.199
H -0.279 2.496 -0.104
H -1.389 3.393 0.146
O 2.916 -2.080 -1.514
H 2.040 -1.890 -1.135
O -1.402 -1.108 2.662
H -0.827 -1.307 1.932
H -2.219 -0.546 2.265
O -0.232 -2.712 0.390
H -0.845 -3.454 0.284
H -0.723 -2.133 -0.211
O 1.280 1.853 1.743
H 0.702 1.086 1.803
H 0.745 2.518 1.194
O 3.048 0.736 -2.101
H 2.970 -0.192 -2.387
H 2.220 0.864 -1.595
O -1.079 0.734 -0.203
H -0.505 0.471 0.521
H 3.512 -1.754 -0.809
O -0.896 -0.933 -2.468
H -0.843 -0.298 -1.735
H -1.527 -1.631 -2.266
O -2.970 0.151 1.259
H -1.968 0.535 0.409
H -2.945 0.881 1.886
```

=====

Entry 5:
C33H88O11 | wB97M-V/def2-TZVPD

Values from the calculation:
- Calculated total energy: -58171.5216 eV
- Lowest unoccupied orbital energy: 0.44 eV
- SMILES: CC(C)O.CC(C)O.CC(C)O.CC(C)O.CC(C)O.CC(C)O.CC(C)O.CC(C)O.CC(C)O.CC(C)O.CC(C)O
- HOMO: -9.46 eV
- Orbital gap: 9.8950 eV
- Molecular weight: 661.1 Da

XYZ file:
```
132
C33H88O11 wB97M-V/def2-TZVPD
C 0.714 -0.815 -7.085
C 2.223 -0.796 -6.876
C 2.716 0.579 -6.501
O 2.582 -1.756 -5.884
H 0.152 -0.786 -6.153
H 0.444 -1.748 -7.594
H 0.410 -0.026 -7.775
H 2.708 -1.110 -7.809
H 2.519 1.269 -7.321
H 3.796 0.624 -6.327
H 2.285 0.935 -5.564
H 2.093 -2.581 -6.039
C -2.743 -2.006 -0.058
C -3.458 -3.348 -0.042
C -4.935 -3.247 -0.339
O -2.850 -4.266 -0.965
H -2.979 -1.371 -0.915
H -1.664 -2.169 -0.030
H -3.028 -1.426 0.825
H -3.306 -3.777 0.957
H -5.098 -2.811 -1.327
H -5.427 -2.593 0.382
H -5.403 -4.229 -0.305
H -2.052 -4.603 -0.548
C -0.094 1.715 -1.774
C -0.529 1.375 -0.361
C 0.577 0.749 0.460
O -0.979 2.562 0.303
H -0.970 2.043 -2.339
H 0.363 0.882 -2.312
H 0.639 2.527 -1.785
H -1.381 0.684 -0.415
H 0.272 0.646 1.507
H 1.417 1.447 0.533
H 0.878 -0.218 0.064
H -1.561 3.065 -0.295
C 0.291 -4.128 -4.201
C 1.516 -4.768 -4.834
C 1.558 -6.298 -4.747
O 1.633 -4.346 -6.204
H 0.205 -4.407 -3.146
H -0.660 -4.415 -4.656
H 0.393 -3.041 -4.218
H 2.378 -4.374 -4.292
H 2.157 -6.657 -5.583
H 0.560 -6.735 -4.794
H 2.048 -6.605 -3.824
H 0.925 -4.778 -6.693
C 1.513 3.321 3.348
C 0.063 3.475 3.809
C -0.505 4.859 3.541
O -0.738 2.476 3.167
H 2.108 4.213 3.562
H 1.559 3.177 2.266
H 2.018 2.495 3.849
H 0.016 3.260 4.877
H 0.196 5.617 3.902
H -1.451 4.977 4.065
H -0.591 5.075 2.474
H -0.803 2.721 2.229
C 5.595 -2.854 -3.191
C 4.511 -1.791 -2.995
C 4.744 -1.011 -1.715
O 4.588 -0.850 -4.073
H 6.575 -2.395 -3.068
H 5.476 -3.386 -4.133
H 5.492 -3.604 -2.396
H 3.552 -2.324 -2.999
H 4.684 -1.582 -0.792
H 4.050 -0.172 -1.688
H 5.768 -0.625 -1.720
H 3.964 -1.205 -4.725
C 1.031 -0.575 4.377
C 1.790 -0.799 5.667
C 0.885 -1.015 6.867
O 2.663 -1.923 5.615
H 0.202 0.120 4.511
H 0.677 -1.511 3.939
H 1.681 -0.140 3.610
H 2.371 0.118 5.862
H 0.254 -0.141 7.030
H 1.446 -1.248 7.770
H 0.251 -1.885 6.666
H 3.272 -1.816 4.866
C -4.474 2.600 1.834
C -4.831 1.647 0.719
C -5.757 0.523 1.154
O -5.492 2.395 -0.348
H -3.801 2.142 2.561
H -5.356 2.909 2.402
H -3.986 3.491 1.438
H -3.949 1.271 0.199
H -6.669 0.901 1.610
H -5.214 -0.090 1.880
H -5.944 -0.140 0.309
H -6.309 2.773 -0.008
C 6.125 0.481 3.698
C 4.903 -0.107 3.022
C 5.044 -0.301 1.519
O 4.598 -1.384 3.612
H 6.022 0.570 4.779
H 6.353 1.497 3.364
H 6.999 -0.143 3.482
H 4.057 0.552 3.234
H 5.289 0.652 1.044
H 4.121 -0.730 1.142
H 5.883 -0.965 1.296
H 5.380 -1.931 3.482
C -1.807 5.142 -2.365
C -3.246 4.693 -2.148
C -3.894 4.234 -3.450
O -3.145 3.544 -1.277
H -1.796 6.112 -2.866
H -1.292 4.412 -2.983
H -1.316 5.236 -1.396
H -3.875 5.436 -1.650
H -4.853 3.757 -3.246
H -3.250 3.536 -3.982
H -4.041 5.091 -4.114
H -4.039 3.241 -1.039
C -4.046 -0.233 5.596
C -2.754 0.170 4.944
C -2.505 -0.628 3.653
O -2.840 1.549 4.601
H -4.232 0.291 6.532
H -4.081 -1.315 5.747
H -4.892 -0.010 4.940
H -1.869 -0.025 5.564
H -3.339 -0.503 2.956
H -2.456 -1.690 3.913
H -1.603 -0.328 3.122
H -2.063 1.752 4.046
```

=====

Entry 6:
C21H21ClNO8S | wB97M-V/def2-TZVPD

Values from the calculation:
- Calculated total energy: -63343.7330 eV
- Lowest unoccupied orbital energy: 2.01 eV
- SMILES: CCOC(=O)/C(=C(\[O-])OCC)[C@@H](c1ccc([N+](=O)[O-])cc1)[C@H](Cl)S(=O)(=O)c1ccccc1
- HOMO: -3.62 eV
- Charge: -1
- Orbital gap: 5.6308 eV
- Molecular weight: 482.9 Da

XYZ file:
```
53
C21H21ClNO8S wB97M-V/def2-TZVPD
C 3.850 1.262 -3.770
C 3.939 0.498 -2.479
O 2.585 0.363 -2.027
C 2.493 -0.445 -0.941
O 3.482 -0.712 -0.270
C 1.129 -0.935 -0.726
C 0.572 -1.610 -1.886
O 1.106 -1.749 -2.980
O -0.657 -2.114 -1.623
C -1.119 -2.882 -2.740
C -2.378 -3.616 -2.354
C 0.276 -0.606 0.424
C 1.152 -0.322 1.644
C 1.900 0.856 1.774
C 2.849 0.955 2.787
C 3.034 -0.128 3.668
N 4.063 -0.105 4.652
O 4.158 -1.110 5.399
O 4.808 0.892 4.752
C 2.248 -1.288 3.578
C 1.313 -1.373 2.561
C -0.823 0.388 0.011
Cl -0.389 1.467 -1.329
S -1.569 1.357 1.389
O -1.681 0.432 2.492
O -0.883 2.617 1.512
C -3.246 1.722 0.860
C -3.615 3.059 0.688
C -4.946 3.362 0.391
C -5.884 2.336 0.246
C -5.499 0.998 0.409
C -4.175 0.687 0.728
H 4.850 1.483 -4.148
H 3.319 0.665 -4.519
H 3.310 2.204 -3.634
H 4.539 1.035 -1.730
H 4.364 -0.503 -2.647
H -0.332 -3.596 -3.018
H -1.296 -2.189 -3.574
H -2.718 -4.157 -3.242
H -2.185 -4.349 -1.560
H -3.178 -2.936 -2.036
H -0.271 -1.532 0.648
H 1.740 1.675 1.067
H 3.468 1.843 2.887
H 2.403 -2.108 4.272
H 0.710 -2.278 2.446
H -1.688 -0.191 -0.347
H -2.870 3.844 0.794
H -5.245 4.409 0.289
H -6.926 2.578 0.019
H -6.230 0.194 0.313
H -3.859 -0.345 0.881
```

=====

Entry 7:
C22H36N2O5PPtS4SbSi | wB97M-V/def2-TZVPD

Values from the calculation:
- Calculated total energy: -106913.6514 eV
- Spin multiplicity: 2
- Lowest unoccupied orbital energy (spin up / spin down): 1.53 / 0.16 eV
- HOMO (spin up / spin down): -4.84 / -4.84 eV
- Charge: -1
- Orbital gap (spin up / spin down): 6.3655 / 4.9945 eV
- Molecular weight: 912.7 Da

XYZ file:
```
73
C22H36N2O5PPtS4SbSi wB97M-V/def2-TZVPD
Pt 0.413 -0.032 0.393
O 0.049 0.964 -1.475
N 0.539 2.214 -1.517
C -0.219 3.178 -2.051
C 0.320 4.425 -2.256
C 1.645 4.646 -1.899
C 2.372 3.648 -1.284
C 1.780 2.415 -1.034
S 2.432 1.094 -0.148
H -1.227 2.881 -2.287
H -0.302 5.205 -2.668
H 2.094 5.618 -2.056
H 3.388 3.803 -0.952
S -3.518 -3.192 1.741
Sb -2.712 -0.961 1.592
S -1.555 -0.865 -0.483
S -0.440 -1.116 2.228
C 4.282 -2.358 -0.112
Si 2.460 -2.555 0.276
C 1.535 -2.705 -1.328
C 2.145 -4.141 1.225
N 1.944 -1.118 1.157
C 2.499 -0.695 2.380
C 2.180 0.531 2.986
C 2.735 0.886 4.203
C 3.648 0.066 4.854
C 3.997 -1.132 4.250
C 3.433 -1.509 3.042
H 4.656 -3.216 -0.679
H 4.893 -2.252 0.784
H 4.418 -1.458 -0.717
H 1.747 -3.679 -1.780
H 1.824 -1.921 -2.033
H 0.458 -2.634 -1.174
H 2.377 -4.994 0.580
H 1.088 -4.195 1.496
H 2.728 -4.248 2.139
H 1.488 1.217 2.510
H 2.437 1.828 4.648
H 4.076 0.355 5.805
H 4.711 -1.795 4.724
H 3.721 -2.456 2.616
C -2.278 1.831 4.009
C -2.567 3.194 3.396
C -3.075 4.169 4.449
C -3.574 3.086 2.255
O -1.312 3.737 2.958
P -0.712 3.606 1.455
O -1.328 4.641 0.582
O -0.714 2.175 1.004
O 0.836 3.945 1.793
C 1.351 5.082 2.510
C 1.422 4.729 3.993
C 0.520 6.341 2.290
C 2.763 5.282 1.971
H -3.202 1.352 4.345
H -1.605 1.935 4.863
H -1.786 1.189 3.279
H -4.032 3.832 4.853
H -3.206 5.159 4.009
H -2.359 4.245 5.270
H -4.524 2.715 2.647
H -3.219 2.401 1.484
H -3.727 4.058 1.786
H 0.438 4.450 4.365
H 1.790 5.586 4.562
H 2.105 3.891 4.144
H -0.476 6.242 2.720
H 0.393 6.537 1.226
H 1.031 7.185 2.761
H 3.272 4.318 1.914
H 3.328 5.941 2.633
H 2.740 5.728 0.975
```

=====

Entry 8:
C4H7N2O | wB97M-V/def2-TZVPD

Values from the calculation:
- Calculated total energy: -9279.0006 eV
- Lowest unoccupied orbital energy: -4.62 eV
- HOMO: -13.68 eV
- Charge: +1
- Orbital gap: 9.0522 eV
- Molecular weight: 99.1 Da

XYZ file:
```
14
C4H7N2O wB97M-V/def2-TZVPD
C 1.045 0.830 -0.214
C -0.261 1.594 -0.082
C 1.105 -0.503 0.491
C -1.234 -0.589 0.163
N -1.386 0.674 0.024
N 1.647 -1.531 -0.057
O 1.947 1.183 -0.898
H -0.158 2.405 0.788
H -0.258 2.324 -0.894
H 1.140 -0.593 1.514
H -2.181 -1.303 0.183
H -2.191 1.244 0.018
H 1.550 -1.624 -1.050
H 2.067 -2.285 0.473
```